[1]
{"formula": "C38H91Br8N5", "method": "ωB97M-V/def2-TZVPD", "homo_ev": -8.16, "smiles": "CCN(CC)CC.CCN(CC)CC.CCN(CC)CC.CCN(CC)CC.CCN(CC)CC.BrCCBr.BrCCBr.BrCCBr.BrCCBr", "gap_ev": 8.41, "total_charge": 0, "max_force_ev_per_a": 3.42, "species": ["C", "C", "N", "C", "C", "C", "C", "H", "H", "H", "H", "H", "H", "H", "H", "H", "H", "H", "H", "H", "H", "H", "C", "C", "N", "C", "C", "C", "C", "H", "H", "H", "H", "H", "H", "H", "H", "H", "H", "H", "H", "H", "H", "H", "C", "C", "N", "C", "C", "C", "C", "H", "H", "H", "H", "H", "H", "H", "H", "H", "H", "H", "H", "H", "H", "H", "C", "C", "N", "C", "C", "C", "C", "H", "H", "H", "H", "H", "H", "H", "H", "H", "H", "H", "H", "H", "H", "H", "C", "C", "N", "C", "C", "C", "C", "H", "H", "H", "H", "H", "H", "H", "H", "H", "H", "H", "H", "H", "H", "H", "Br", "C", "C", "Br", "H", "H", "H", "H", "Br", "C", "C", "Br", "H", "H", "H", "H", "Br", "C", "C", "Br", "H", "H", "H", "H", "Br", "C", "C", "Br", "H", "H", "H", "H"], "xyz": [[5.428, 3.382, 3.704], [4.002, 2.933, 3.385], [3.828, 1.438, 3.377], [2.513, 1.028, 3.780], [2.143, 1.270, 5.208], [4.262, 0.905, 2.139], [4.664, -0.538, 2.222], [5.588, 4.429, 3.553], [6.189, 2.859, 3.113], [5.554, 2.998, 4.734], [3.303, 3.384, 4.103], [3.696, 3.305, 2.402], [1.709, 1.442, 3.185], [2.467, -0.009, 3.559], [2.608, 0.490, 5.748], [2.399, 2.230, 5.593], [1.091, 1.144, 5.382], [5.145, 1.400, 1.719], [3.387, 1.012, 1.461], [3.858, -1.274, 2.465], [5.363, -0.697, 3.053], [5.193, -0.921, 1.347], [-4.034, -3.057, -2.721], [-4.065, -1.943, -1.673], [-4.451, -0.636, -2.187], [-3.729, -0.292, -3.386], [-2.183, -0.163, -3.316], [-4.358, 0.369, -1.082], [-5.829, 0.802, -0.645], [-3.157, -3.148, -3.315], [-4.841, -3.103, -3.454], [-4.064, -4.018, -2.195], [-4.818, -2.195, -0.901], [-3.112, -1.849, -1.144], [-3.984, -1.031, -4.189], [-4.161, 0.668, -3.772], [-1.659, -0.932, -2.721], [-1.786, -0.402, -4.314], [-1.809, 0.815, -3.026], [-3.808, 1.216, -1.540], [-3.748, -0.018, -0.226], [-6.434, 0.961, -1.552], [-5.702, 1.779, -0.104], [-6.304, 0.062, -0.025], [2.176, -1.540, -5.018], [2.018, -1.341, -3.489], [2.392, -2.514, -2.615], [1.748, -3.753, -2.965], [0.187, -3.814, -2.963], [3.842, -2.652, -2.538], [4.197, -3.373, -1.243], [1.649, -2.373, -5.469], [3.199, -1.564, -5.336], [1.759, -0.698, -5.520], [2.625, -0.535, -3.151], [0.977, -1.056, -3.264], [2.093, -4.079, -3.916], [2.109, -4.459, -2.167], [-0.209, -3.561, -2.010], [-0.269, -3.145, -3.695], [-0.188, -4.800, -3.177], [4.332, -1.686, -2.573], [4.316, -3.186, -3.355], [4.077, -4.453, -1.229], [3.623, -2.899, -0.420], [5.274, -3.270, -0.972], [2.812, 5.240, -5.175], [3.223, 4.329, -4.052], [2.717, 2.942, -4.176], [1.288, 2.909, -3.947], [0.675, 1.674, -4.550], [3.506, 1.970, -3.419], [4.689, 1.402, -4.123], [1.711, 5.518, -5.254], [3.107, 4.936, -6.159], [3.322, 6.209, -5.106], [4.351, 4.219, -4.121], [2.929, 4.677, -3.086], [0.817, 3.773, -4.467], [1.087, 3.010, -2.842], [1.144, 1.517, -5.497], [-0.467, 1.786, -4.729], [0.742, 0.697, -4.095], [3.923, 2.569, -2.565], [2.997, 1.093, -2.950], [5.318, 2.234, -4.465], [5.214, 0.751, -3.443], [4.367, 0.803, -5.022], [-2.711, -2.621, 5.147], [-3.279, -1.234, 5.315], [-4.759, -0.995, 5.195], [-5.303, -1.514, 3.973], [-4.670, -0.857, 2.708], [-5.411, -1.641, 6.355], [-6.929, -1.258, 6.415], [-2.878, -3.074, 4.169], [-3.110, -3.299, 5.942], [-1.616, -2.486, 5.337], [-3.108, -0.853, 6.345], [-2.857, -0.513, 4.579], [-5.261, -2.698, 4.008], [-6.395, -1.375, 3.944], [-4.994, 0.168, 2.546], [-3.640, -0.877, 2.738], [-4.958, -1.404, 1.811], [-4.961, -1.309, 7.274], [-5.270, -2.710, 6.375], [-7.326, -0.657, 5.618], [-7.230, -0.769, 7.374], [-7.579, -2.144, 6.259], [-3.293, 2.935, 2.257], [-2.230, 3.012, 0.629], [-2.971, 3.699, -0.453], [-1.815, 3.638, -2.029], [-2.100, 1.977, 0.321], [-1.310, 3.530, 0.873], [-3.058, 4.758, -0.236], [-3.992, 3.314, -0.645], [-0.954, -0.038, 2.027], [-0.125, -1.319, 0.843], [1.103, -0.746, 0.204], [0.861, 0.843, -0.824], [-0.812, -1.559, 0.091], [0.126, -2.155, 1.511], [1.421, -1.499, -0.543], [1.931, -0.626, 0.921], [0.635, -5.093, 0.906], [-0.652, -5.511, 2.178], [-1.968, -5.926, 1.571], [-2.910, -4.335, 0.902], [-0.784, -4.683, 2.904], [-0.327, -6.384, 2.758], [-2.549, -6.325, 2.410], [-1.832, -6.530, 0.696], [5.114, 4.630, -0.314], [3.612, 5.383, 0.524], [2.386, 4.522, 0.375], [1.082, 5.149, 1.579], [3.462, 6.407, 0.200], [3.918, 5.488, 1.541], [2.525, 3.490, 0.584], [2.001, 4.469, -0.602]], "forces_ev_per_angstrom": [[-0.300, -1.993, 0.610], [-0.348, -0.609, -0.534], [1.235, 2.569, 1.896], [-0.468, 0.478, -0.691], [-0.001, -0.543, -0.036], [-0.657, -0.743, -1.209], [0.093, -1.903, 0.923], [-0.043, 0.691, 0.336], [-0.294, 0.014, -0.135], [0.471, 0.827, -0.238], [0.248, -0.228, -0.129], [-0.084, 0.096, -0.150], [-0.238, 0.639, -0.912], [-0.213, -1.199, 0.067], [0.756, -0.534, 1.227], [0.424, 0.678, 0.221], [-0.694, -0.045, -0.214], [-0.449, 0.518, 0.247], [0.545, 0.056, -0.604], [0.232, 0.683, -0.413], [0.030, 0.330, -0.058], [-0.255, 0.229, -0.255], [-0.486, -0.997, 0.701], [-0.945, -0.107, -0.144], [0.244, -0.183, 0.927], [0.057, 0.627, -1.181], [0.217, -0.799, -0.551], [-1.014, -0.057, -0.962], [2.094, 1.159, -0.538], [1.133, 0.486, -0.394], [-0.375, 0.485, 0.365], [-0.110, 0.101, 0.068], [0.332, -0.051, -0.254], [0.367, -0.378, -0.008], [0.167, 0.464, 0.792], [0.448, -0.596, 0.325], [-0.537, 0.241, 0.297], [-0.119, 0.459, -0.010], [-0.121, 0.001, 0.139], [-0.381, -0.096, 0.587], [-0.500, 0.306, -0.516], [0.288, -0.029, 0.367], [-0.527, -0.915, -0.201], [-0.126, -0.252, 0.337], [-0.186, 0.060, 0.662], [-0.733, -2.040, -0.233], [-0.446, 2.185, -0.932], [-0.824, -1.020, 1.652], [1.109, 0.770, -0.454], [0.061, -0.793, 0.738], [1.097, 0.622, 1.100], [-0.052, -0.460, 0.380], [0.729, -0.264, -0.017], [-0.338, 0.907, -0.301], [0.395, 0.454, 0.098], [0.301, -0.321, -0.011], [0.430, -0.682, -1.061], [-0.415, 0.212, -0.994], [-0.294, 0.399, 1.008], [0.133, 0.118, -0.087], [0.214, -0.561, -0.205], [-0.233, 0.441, 0.287], [-0.207, -0.402, -0.682], [-0.525, -0.047, -0.218], [0.248, -0.475, -0.323], [-0.562, 0.249, -0.328], [-1.390, 1.785, -0.277], [1.628, -2.025, -1.074], [-0.250, 0.089, -1.077], [-0.107, 0.076, 0.780], [-2.694, -0.276, -0.603], [0.104, 0.884, 1.981], [-0.219, -0.062, -1.895], [1.223, -0.580, 0.368], [0.154, -0.902, -0.472], [-0.067, -0.066, 0.479], [-1.202, 0.407, 0.442], [-0.002, 0.792, 0.928], [0.429, -0.465, 0.509], [-0.188, -0.013, -0.648], [0.151, 0.171, -0.953], [1.838, 0.077, 0.237], [0.336, 0.211, 0.932], [-0.267, -0.681, -0.012], [-0.490, 1.396, -0.548], [0.211, -0.463, -0.028], [0.468, -0.156, 0.158], [0.376, 0.549, 0.765], [0.550, -0.359, 1.065], [-1.267, 2.037, -0.120], [0.680, -0.958, 1.170], [-0.404, -1.654, -0.924], [-2.477, -0.861, 0.328], [-1.455, 1.461, -0.663], [-0.553, -1.156, 0.778], [0.039, 0.125, -0.015], [0.365, 0.353, -0.682], [-0.730, -0.457, -0.292], [0.539, -0.215, -0.698], [0.244, -0.577, 0.668], [0.408, 1.773, -0.586], [0.359, 0.336, 0.061], [-0.078, 0.121, 0.345], [2.273, -0.020, 0.105], [-0.150, -0.185, -0.028], [0.415, 0.483, 0.251], [-0.171, -0.745, -0.358], [0.595, 0.857, -0.411], [0.369, -0.481, -0.711], [0.426, 0.092, 0.599], [-0.053, 0.093, 0.028], [-0.244, -0.829, 0.077], [-0.720, 1.117, -0.169], [-0.295, -0.099, -0.100], [0.479, 0.016, 0.343], [0.133, -0.252, -0.009], [-0.128, 0.111, -0.037], [0.852, -0.070, -0.164], [-0.322, 0.198, 0.316], [1.026, 0.673, 1.276], [1.133, -1.540, -0.068], [-0.202, 0.503, 0.029], [-1.264, -0.614, -0.816], [-0.067, 0.108, -0.651], [0.102, 0.304, 0.268], [-0.399, 0.301, -0.274], [1.195, 0.475, -0.994], [-1.021, -0.562, 1.719], [-0.078, 1.378, 0.691], [-0.050, -0.145, 0.086], [0.099, -0.370, -0.589], [0.312, 0.238, -0.178], [-0.252, -0.216, -0.714], [-0.162, -0.678, -0.034], [0.998, -0.502, -0.877], [-0.583, 0.437, 0.404], [0.763, 0.031, 0.141], [-1.028, 0.388, 0.620], [-0.136, -0.014, -0.507], [-0.109, -0.212, 0.832], [0.604, -0.856, 0.669], [-0.600, 0.640, -1.364]]}

***

[2]
{"formula": "C5H7N", "method": "ωB97M-V/def2-TZVPD", "homo_ev": -10.00, "smiles": "C=CCCC#N", "gap_ev": 10.91, "total_charge": 0, "max_force_ev_per_a": 3.03, "species": ["C", "C", "C", "C", "C", "N", "H", "H", "H", "H", "H", "H", "H"], "xyz": [[0.217, -1.773, 1.060], [0.667, -1.121, -0.011], [-0.203, -0.190, -0.816], [0.244, 1.252, -0.207], [-1.082, 1.916, -0.140], [-2.151, 2.302, -0.107], [-0.658, -1.505, 1.711], [0.959, -2.254, 1.604], [1.691, -1.314, -0.375], [-0.038, -0.273, -1.865], [-1.303, -0.253, -0.724], [0.908, 1.878, -0.872], [0.749, 1.336, 0.743]], "forces_ev_per_angstrom": [[-0.364, 1.952, 0.736], [-1.441, -1.242, -0.631], [1.199, 1.175, 1.844], [-1.372, 1.199, -2.424], [2.055, -0.086, 0.303], [-1.331, 0.595, 0.031], [0.358, -0.447, -1.455], [1.128, -1.416, 0.958], [-0.615, 0.167, 0.164], [0.577, 0.288, -0.828], [0.758, -0.475, 0.596], [-0.769, -0.853, 0.250], [-0.184, -0.857, 0.456]]}

***

Which energy relative to the best compared isomer or geometry (same formula, charge and spin) belongs to each record? In order, 0.00, 43.28 kcal per mole.